Computed, not measured: a structure of composition C37H79ClFIN6O21P7 in a non-equilibrium geometry, with ωB97M-V/def2-TZVPD.

Structure (XYZ):
```
153
C37H79ClFIN6O21P7 ωB97M-V/def2-TZVPD
C 2.34 -3.41 1.05
C 1.85 -2.16 1.93
N 1.27 -1.01 1.19
C 1.87 -0.43 0.12
N 3.18 -0.79 -0.40
C 4.21 -0.50 0.58
C 5.77 -0.41 0.31
F 3.88 0.66 1.45
C 3.37 -0.56 -1.86
C 3.70 0.93 -2.36
N 4.63 1.78 -1.61
C 4.51 -1.63 -2.33
C 5.90 -1.12 -2.87
N 6.26 -1.65 -4.25
C 1.93 -0.82 -2.63
C 1.87 -0.44 -4.14
C 3.11 -1.08 -5.14
C 2.56 -1.68 -6.62
O 3.09 -2.57 -5.38
P 1.24 -2.62 -2.42
N 0.58 -3.20 -3.99
O 2.41 -3.81 -2.08
C 0.70 0.04 -1.89
C -0.05 1.06 -2.90
C -1.27 1.92 -2.31
O -1.18 3.05 -1.75
C -2.81 1.48 -2.57
C -3.31 1.52 -4.05
C -4.79 1.17 -4.43
C -5.83 0.75 -3.32
C -5.27 0.70 -1.86
C -3.81 1.08 -1.47
P -0.82 -1.08 -1.43
O -1.72 -1.46 -2.60
N 1.09 0.59 -0.57
C 1.35 1.98 -0.32
C 0.49 2.68 0.88
C 0.55 4.29 0.81
I -0.27 5.04 2.69
P -0.31 -0.42 1.88
O 0.01 0.15 3.47
Cl -1.66 -2.02 2.12
H 3.27 -3.23 0.42
H 2.55 -4.26 1.80
H 1.45 -3.78 0.42
H 2.65 -1.74 2.65
H 1.05 -2.61 2.64
H 4.20 -1.39 1.35
H 6.18 0.21 -0.52
H 6.26 -0.06 1.30
H 6.16 -1.49 0.18
H 2.78 1.59 -2.58
H 4.16 0.83 -3.42
H 4.73 2.70 -2.05
H 4.43 1.92 -0.61
H 4.14 -2.37 -3.12
H 4.73 -2.32 -1.42
H 6.73 -1.57 -2.19
H 6.12 -0.01 -2.90
H 6.44 -0.84 -4.88
H 7.17 -2.14 -4.19
H 2.06 0.66 -4.45
H 0.94 -0.75 -4.72
H 4.17 -0.50 -5.15
H 1.57 -2.28 -6.55
H 3.28 -2.24 -7.30
H 0.20 -4.14 -3.77
H -0.16 -2.57 -4.32
H 2.21 -4.65 -2.56
H -0.57 0.52 -3.78
H 0.70 1.86 -3.27
H -2.65 1.85 -4.94
H -5.17 1.22 -5.51
H -6.91 0.51 -3.61
H -6.02 0.37 -1.06
H -3.47 1.04 -0.37
H -1.62 -0.14 -0.63
H -0.55 -2.07 -0.44
H 2.44 2.11 0.05
H 1.28 2.73 -1.19
H 0.91 2.32 1.89
H -0.60 2.33 0.76
H 1.67 4.56 0.66
H -0.05 4.73 -0.06
H -0.72 -0.22 4.03
C -3.72 3.72 -9.36
O -4.65 3.31 -8.36
P -6.27 3.88 -8.37
O -6.70 2.70 -7.50
O -6.39 3.51 -9.97
C -6.33 2.15 -10.39
O -7.87 4.51 -8.40
C -8.88 3.79 -9.07
H -2.79 4.00 -8.88
H -3.52 2.86 -10.01
H -4.10 4.55 -9.96
H -6.05 1.47 -9.58
H -5.59 2.07 -11.18
H -7.30 1.85 -10.79
H -8.84 2.73 -8.85
H -8.82 3.97 -10.14
H -9.85 4.18 -8.72
C -0.72 -0.23 7.07
O -1.99 0.30 6.73
P -2.74 1.50 7.72
O -3.62 1.96 6.56
O -1.34 2.35 7.77
C -0.83 2.95 6.58
O -3.47 2.60 8.82
C -3.28 3.99 8.64
H -0.76 -1.32 6.98
H 0.02 0.14 6.37
H -0.42 0.03 8.09
H -1.39 2.66 5.69
H 0.21 2.66 6.46
H -0.87 4.04 6.69
H -3.37 4.28 7.60
H -2.30 4.28 9.03
H -4.04 4.51 9.22
C 4.95 3.01 9.35
O 3.82 2.59 8.60
P 3.43 3.32 7.10
O 2.60 2.11 6.68
O 5.00 3.16 6.60
C 5.55 1.87 6.38
O 3.05 4.18 5.66
C 3.54 3.71 4.42
H 4.66 3.15 10.39
H 5.71 2.23 9.31
H 5.38 3.95 8.97
H 4.88 1.07 6.71
H 6.49 1.80 6.93
H 5.76 1.76 5.32
H 3.44 2.63 4.33
H 4.59 4.01 4.29
H 2.96 4.18 3.62
C -4.59 -9.03 4.63
O -4.92 -8.36 3.43
P -4.36 -6.76 3.12
O -4.56 -6.94 1.62
O -2.83 -7.19 3.57
C -2.10 -8.12 2.78
O -3.86 -5.13 2.94
C -2.64 -4.84 2.29
H -5.49 -9.49 5.04
H -3.88 -9.83 4.41
H -4.16 -8.36 5.38
H -2.70 -8.57 1.99
H -1.72 -8.90 3.43
H -1.25 -7.60 2.32
H -2.51 -5.44 1.39
H -1.80 -5.00 2.98
H -2.64 -3.78 2.01
```

As for the spin multiplicity: 1. The net charge is +1. The value obtained for the orbital gap is 5.91 eV.

Results of the Löwdin charge analysis, in e, for atoms 1 through 6: -0.079, -0.241, -0.141, -0.181, 0.066, -0.274


Computed, not measured: a cluster of 4 separate species, C37H82BClFN5O6 in total in a non-equilibrium geometry, with ωB97M-V/def2-TZVPD.

Structure (XYZ):
```
133
C37H82BClFN5O6 ωB97M-V/def2-TZVPD
C -1.63 -1.20 4.73
C -1.42 -2.09 3.93
C -1.14 -2.90 2.66
C 0.39 -2.81 2.24
O 1.02 -1.65 2.75
C 0.67 -0.47 2.02
C 0.92 0.79 2.90
C 2.42 1.03 3.26
C 3.43 0.80 2.08
O 0.47 -2.76 0.81
C 1.03 -3.90 0.24
F 2.28 -4.18 0.77
Cl -0.09 -5.33 0.40
C 1.22 -3.62 -1.29
N 1.81 -4.80 -1.99
C 2.20 -2.39 -1.50
O 3.56 -2.81 -1.41
C 4.39 -1.75 -0.91
C 5.80 -1.97 -1.55
O 6.38 -3.19 -1.13
C 6.73 -4.05 -2.24
C 8.06 -3.51 -2.88
O 8.45 -4.16 -4.09
C 7.45 -4.14 -5.11
C 6.73 -2.77 -5.34
B -0.14 -3.24 -2.07
O -0.06 -3.22 -3.51
N -1.43 -2.89 -1.45
C -1.48 -1.40 -1.15
C -2.54 -3.11 -2.43
H -2.15 -0.52 5.42
H -1.38 -3.97 2.87
H -1.81 -2.54 1.85
H 0.89 -3.70 2.69
H 1.25 -0.35 1.07
H -0.41 -0.44 1.72
H 0.54 1.67 2.33
H 0.32 0.73 3.84
H 2.77 0.43 4.14
H 2.54 2.10 3.57
H 2.89 0.97 1.11
H 4.29 1.50 2.10
H 3.75 -0.27 2.11
H 1.03 -5.32 -2.40
H 2.33 -4.46 -2.81
H 1.95 -1.91 -2.48
H 2.04 -1.62 -0.70
H 4.47 -1.81 0.21
H 3.98 -0.74 -1.16
H 5.65 -1.89 -2.65
H 6.41 -1.07 -1.26
H 6.95 -5.04 -1.79
H 5.85 -4.06 -2.92
H 8.06 -2.39 -2.96
H 8.87 -3.74 -2.14
H 7.98 -4.39 -6.07
H 6.68 -4.94 -4.98
H 6.45 -2.67 -6.41
H 5.77 -2.79 -4.77
H 7.29 -1.89 -4.95
H 0.04 -2.28 -3.73
H -2.26 -0.88 -1.75
H -0.45 -1.00 -1.34
H -1.70 -1.32 -0.05
H -2.50 -2.40 -3.29
H -2.53 -4.13 -2.86
H -3.50 -2.90 -1.89
C 1.00 1.82 8.25
C 2.41 2.32 8.00
N 2.47 3.41 7.04
C 3.82 3.70 6.57
C 4.85 4.19 7.59
C 1.66 4.58 7.35
C 1.90 5.29 8.69
H 0.50 1.55 7.32
H 1.03 0.92 8.88
H 0.39 2.56 8.77
H 2.99 1.48 7.60
H 2.87 2.59 8.96
H 3.77 4.41 5.74
H 4.21 2.78 6.12
H 4.67 5.23 7.87
H 5.85 4.15 7.15
H 4.86 3.58 8.49
H 0.61 4.28 7.32
H 1.76 5.31 6.55
H 1.97 4.59 9.53
H 1.07 5.96 8.91
H 2.81 5.90 8.67
C -3.33 2.40 -2.63
C -2.92 2.17 -1.18
N -2.23 3.30 -0.59
C -1.58 2.98 0.67
C -2.46 2.56 1.85
C -2.94 4.57 -0.62
C -4.33 4.63 0.03
H -2.48 2.70 -3.24
H -3.74 1.48 -3.05
H -4.11 3.16 -2.72
H -2.25 1.31 -1.18
H -3.81 1.88 -0.60
H -0.95 3.82 0.98
H -0.87 2.16 0.48
H -2.99 3.41 2.28
H -1.84 2.14 2.65
H -3.19 1.80 1.57
H -3.05 4.88 -1.67
H -2.31 5.35 -0.18
H -4.96 3.79 -0.25
H -4.84 5.54 -0.29
H -4.26 4.68 1.12
C -7.60 1.85 -4.35
C -7.85 0.67 -5.28
N -6.74 0.39 -6.18
C -7.09 -0.52 -7.26
C -7.48 -1.95 -6.89
C -5.46 0.15 -5.54
C -5.36 -0.98 -4.52
H -7.31 2.74 -4.91
H -8.50 2.08 -3.79
H -6.81 1.63 -3.62
H -8.73 0.92 -5.88
H -8.12 -0.21 -4.68
H -6.26 -0.56 -7.98
H -7.92 -0.08 -7.82
H -6.62 -2.55 -6.59
H -7.92 -2.45 -7.76
H -8.23 -1.99 -6.09
H -5.15 1.08 -5.05
H -4.70 0.00 -6.32
H -6.19 -0.97 -3.81
H -4.44 -0.88 -3.94
H -5.32 -1.96 -5.00
```

As for the spin multiplicity: 1. The net charge is 0. Its structure (SMILES) is C#CC[C@H](OCCCC)O[C@@](F)(Cl)[C@](N)(COCCOCCOCC)B(O)N(C)C.CCN(CC)CC.CCN(CC)CC.CCN(CC)CC. The value obtained for the orbital gap is 8.30 eV.

Results of the Löwdin charge analysis, in e, for atoms 1 through 6: 0.087, -0.103, -0.095, -0.317, -0.068, -0.209


Number 1: HOMO energy -10.22 eV, calculated total energy -179921.040 eV. Number 2: HOMO energy -8.14 eV, calculated total energy -75345.994 eV.